{
  "formula": "C47H53AsCeO10S",
  "method": "wB97M-V/def2-TZVPD",
  "e_homo_ev": -8.20,
  "total_energy_ev": -154679.112,
  "elements": ["H", "H", "C", "H", "C", "C", "H", "H", "H", "H", "C", "H", "C", "C", "H", "C", "H", "H", "C", "C", "H", "C", "H", "H", "C", "O", "O", "C", "H", "C", "C", "H", "H", "O", "C", "H", "C", "O", "H", "H", "H", "H", "H", "H", "C", "H", "C", "H", "C", "As", "O", "H", "C", "H", "S", "H", "C", "O", "C", "C", "H", "H", "C", "H", "O", "C", "C", "C", "O", "H", "H", "H", "H", "O", "C", "H", "C", "C", "C", "H", "C", "H", "C", "H", "H", "H", "C", "H", "C", "H", "C", "C", "C", "C", "H", "C", "H", "H", "C", "C", "C", "H", "H", "Ce", "C", "C", "C", "H", "H", "O", "H", "C", "H"],
  "positions_angstrom": [[8.445, 16.169, 12.779], [6.574, 6.427, 14.521], [9.141, 9.372, 14.910], [9.066, 5.983, 14.436], [14.537, 9.410, 13.228], [11.101, 13.235, 7.614], [16.244, 16.004, 16.074], [13.756, 7.859, 16.267], [11.831, 17.106, 10.242], [12.313, 10.486, 7.062], [14.748, 14.590, 16.585], [12.996, 17.169, 13.019], [8.034, 15.082, 10.962], [9.012, 11.510, 17.048], [8.754, 10.476, 17.300], [7.027, 12.900, 11.238], [7.609, 10.957, 10.611], [11.694, 8.854, 19.242], [12.011, 16.586, 11.194], [7.781, 9.586, 14.969], [14.254, 8.048, 17.980], [12.343, 9.632, 18.824], [8.873, 14.730, 18.168], [10.846, 9.523, 6.689], [14.584, 12.611, 15.174], [10.419, 11.462, 9.819], [13.437, 12.272, 10.334], [9.686, 11.701, 15.805], [12.152, 13.177, 7.939], [15.776, 13.034, 14.560], [15.930, 9.972, 15.085], [6.584, 12.369, 13.257], [10.608, 7.771, 14.964], [13.456, 10.368, 16.749], [8.085, 15.232, 12.344], [13.285, 9.711, 19.381], [10.145, 10.539, 14.894], [13.150, 11.805, 13.413], [8.178, 12.387, 18.832], [8.070, 10.468, 8.147], [9.996, 15.080, 15.960], [5.803, 8.799, 14.892], [14.390, 15.142, 17.450], [8.383, 15.862, 10.309], [8.704, 12.576, 17.895], [14.743, 14.832, 10.217], [6.864, 8.537, 14.875], [11.907, 9.232, 14.691], [9.759, 14.063, 16.315], [10.299, 11.538, 8.161], [11.379, 9.320, 16.614], [15.057, 16.348, 12.646], [16.384, 14.250, 14.855], [15.179, 16.939, 10.967], [12.436, 14.882, 10.681], [11.821, 10.576, 18.809], [7.051, 13.108, 12.620], [12.709, 9.760, 11.021], [12.639, 9.343, 17.359], [13.809, 11.397, 14.604], [11.012, 13.306, 6.520], [11.069, 16.535, 11.750], [11.374, 10.094, 7.464], [10.629, 14.045, 8.139], [14.291, 11.432, 8.359], [14.193, 15.003, 11.155], [12.702, 10.978, 15.678], [14.789, 10.239, 14.312], [10.303, 10.965, 13.534], [7.911, 12.218, 7.776], [14.431, 14.180, 11.842], [7.631, 14.417, 14.258], [13.266, 18.236, 11.645], [11.766, 14.009, 11.868], [14.154, 13.391, 16.247], [13.699, 9.647, 12.599], [9.083, 13.875, 17.517], [8.666, 6.984, 14.642], [13.401, 8.014, 17.292], [6.218, 11.598, 9.680], [11.602, 10.020, 15.369], [6.007, 10.980, 11.315], [16.455, 8.063, 13.689], [15.022, 7.691, 12.061], [7.402, 10.597, 15.084], [13.289, 13.106, 16.883], [6.686, 11.534, 10.654], [16.161, 10.543, 15.958], [13.846, 11.313, 9.538], [10.614, 13.149, 14.594], [13.615, 9.865, 10.081], [10.070, 12.991, 15.513], [8.485, 11.308, 7.585], [15.313, 8.296, 12.916], [17.125, 7.240, 13.416], [14.545, 16.420, 11.689], [17.288, 14.556, 14.320], [11.588, 9.446, 8.329], [9.561, 8.029, 14.803], [15.846, 15.014, 15.874], [7.477, 13.939, 10.417], [12.706, 7.218, 17.620], [17.611, 8.686, 15.370], [11.528, 11.707, 11.851], [13.198, 17.185, 11.938], [7.621, 14.228, 13.183], [16.734, 8.884, 14.753], [16.261, 12.394, 13.831], [8.455, 11.091, 6.507], [14.269, 8.908, 9.617], [7.293, 13.834, 9.340], [7.313, 7.221, 14.664], [12.269, 11.930, 16.028]],
  "mulliken_charge": [0.394, 0.404, -0.714, 0.399, -0.225, -0.972, 0.387, 0.284, 0.421, 0.328, -1.149, 0.324, -0.860, 0.119, 0.500, 0.374, 0.036, 0.353, -0.344, 0.011, 0.414, -1.788, 0.407, 0.544, -0.522, -0.524, 0.035, -0.881, 0.259, -0.298, 0.046, 0.257, 0.189, -0.313, -0.399, 0.371, 3.790, -0.527, 0.444, 0.357, 0.461, 0.407, 0.481, 0.517, -0.995, 0.511, -0.997, 1.413, -0.821, 0.780, -0.418, 0.185, -1.053, 0.316, 0.602, 0.439, -0.240, -0.586, 1.029, 2.725, 0.478, -0.067, -1.130, 0.241, -0.700, -0.159, -0.137, -0.472, -0.325, 0.221, -0.350, 0.458, 0.390, -0.421, 0.077, 0.738, -0.675, -0.851, -1.607, 0.422, -1.739, 0.459, -0.667, 0.497, 0.419, 0.341, -1.277, 0.557, 0.031, 0.363, 0.645, -0.028, -1.112, -1.001, 0.355, -0.435, 0.425, 0.263, -0.379, -0.450, -0.228, 0.367, 0.424, 1.342, -0.767, -0.312, -0.861, 0.473, 0.502, -0.712, 0.426, -0.558, -0.180]
}

=====

{
  "formula": "C6H9NO",
  "method": "wB97M-V/def2-TZVPD",
  "e_homo_ev": -8.20,
  "total_energy_ev": -9897.005,
  "elements": ["N", "H", "H", "C", "C", "H", "H", "H", "C", "O", "H", "H", "H", "C", "C", "C", "H"],
  "positions_angstrom": [[2.094, 1.289, -0.623], [-1.548, -2.245, 1.830], [3.035, 2.970, -1.059], [-0.875, -0.779, 0.030], [0.088, -0.140, -0.536], [-1.521, 0.923, 0.958], [0.874, 0.971, 1.235], [-1.690, -1.351, -0.715], [1.146, 0.694, 0.091], [2.400, 2.571, -0.069], [-0.370, -1.136, -2.516], [0.095, -1.213, 1.694], [-2.908, -0.298, 1.136], [-1.767, -0.114, 1.083], [0.484, -0.603, -1.778], [-0.912, -1.419, 1.412], [1.375, -0.119, -2.172]],
  "nbo_charge": [-0.150, 0.255, 0.479, -0.234, -0.147, 0.221, 0.185, 0.210, 0.015, -0.542, 0.202, 0.213, 0.221, -0.449, -0.286, -0.404, 0.213]
}

=====

The calculation returns the following orbital gap values, one per record and in order: 6.9 8.1 eV.
The calculation returns the following energy above the lowest of the compared OMol25 structures with the same formula, charge and spin values, one per record and in order: 0.0 198.3 kcal per mole.
The calculation returns the following strongest force on any atom values, one per record and in order: 3.7 15.4 eV/Å.